{
  "formula": "C4H9NO",
  "method": "wB97M-V/def2-TZVPD",
  "elements": ["H", "H", "H", "C", "H", "H", "C", "O", "H", "H", "H", "N", "C", "C", "H"],
  "xyz": [[-1.342953, 1.492631, 0.667828], [-1.248787, 0.016294, -2.762553], [-1.531019, -0.226178, 1.086614], [1.314377, -0.797944, 0.860617], [-0.489983, 0.823747, 2.058948], [0.746699, -1.693224, 1.136227], [0.030089, -0.291834, -1.219315], [0.677792, -1.154549, -1.787409], [-1.536732, 1.081004, -1.419155], [2.122131, -1.112130, 0.189094], [0.991812, 1.141020, 0.005163], [-1.071077, 0.274054, -1.802895], [0.405992, 0.225709, 0.176455], [-0.813290, 0.600976, 1.036868], [1.744952, -0.379576, 1.773512]],
  "atomic_forces_ev_per_a": [[0.2, -0.3, 0.1], [0.0, 0.1, 0.2], [0.1, 0.1, 0.0], [0.0, -0.1, 0.0], [0.0, 0.0, -0.2], [0.1, 0.1, -0.1], [0.1, 0.0, 0.0], [-0.3, 0.3, 0.1], [0.1, -0.2, -0.1], [-0.2, 0.1, 0.2], [-0.1, -0.1, 0.0], [0.1, 0.0, -0.1], [0.0, 0.0, 0.0], [0.0, 0.0, 0.0], [0.0, 0.0, -0.1]],
  "e_homo_ha": -0.3565,
  "fmax_ev_per_a": 0.447,
  "smiles": "CC(C)C(N)=O",
  "e_above_lowest_ev": 0.062
}